Record 1
{"formula": "C4H5NO3S2", "method": "wB97M-V/def2-TZVPD", "symbols": ["C", "C", "C", "C", "N", "O", "O", "O", "S", "S", "H", "H", "H", "H", "H"], "xyz": [[0.2698, 1.5679, 0.8407], [0.8524, 2.3132, -0.1075], [-0.0438, 0.3031, 0.4101], [0.3415, -1.1811, -1.5959], [0.3314, 0.0648, -0.8058], [-0.4165, -2.3580, 1.1946], [-1.1604, -0.7014, 2.8633], [-2.4872, -1.0879, 0.7968], [1.2367, 1.4570, -1.5461], [-1.2967, -1.2687, 1.5094], [0.1131, 2.0567, 1.7933], [1.2520, 3.3940, -0.0376], [0.7881, -1.0179, -2.6041], [0.9469, -1.8690, -0.9730], [-0.7273, -1.6726, -1.7381]], "lumo_ev": -0.609, "e_above_lowest_kcal_mol": 36.9, "gap_ev": 9.393, "charge": 0}

=====

Record 2
{"formula": "C61H55BrCaCl2N4O5SSi", "method": "wB97M-V/def2-TZVPD", "symbols": ["Ca", "C", "C", "C", "C", "C", "C", "C", "C", "C", "C", "C", "C", "C", "C", "C", "N", "H", "H", "H", "H", "H", "H", "H", "H", "H", "H", "Br", "C", "C", "C", "C", "C", "N", "C", "O", "O", "H", "H", "H", "C", "Si", "C", "N", "C", "C", "C", "C", "C", "C", "C", "C", "C", "C", "C", "C", "C", "C", "C", "C", "C", "H", "H", "H", "H", "H", "H", "H", "H", "H", "H", "H", "H", "H", "H", "H", "H", "H", "H", "H", "H", "H", "H", "H", "H", "C", "S", "O", "C", "C", "C", "C", "C", "C", "H", "H", "H", "H", "H", "H", "H", "H", "Cl", "C", "C", "C", "C", "C", "Cl", "C", "N", "C", "C", "C", "C", "C", "C", "C", "C", "O", "O", "H", "H", "H", "H", "H", "H", "H", "H", "H", "H"], "xyz": [[-0.8302, -0.0340, 0.0565], [3.0369, -0.6873, 2.3549], [3.4511, 0.4858, 2.9906], [2.7120, 1.6516, 2.8077], [1.5822, 1.6454, 1.9762], [1.1215, 0.4880, 1.3291], [1.8812, -0.6759, 1.5734], [0.8131, 2.9101, 1.7458], [1.4105, 4.1959, 1.9545], [0.6675, 5.3259, 1.8318], [-0.6941, 5.2376, 1.4518], [-1.5575, 6.3575, 1.3558], [-2.8523, 6.1948, 0.9427], [-3.3238, 4.9111, 0.5849], [-2.5107, 3.8179, 0.6687], [-1.1792, 3.9503, 1.1372], [-0.4276, 2.8155, 1.3019], [3.6130, -1.6045, 2.4781], [4.3277, 0.4904, 3.6303], [3.0063, 2.5461, 3.3534], [1.5487, -1.6220, 1.1363], [2.4663, 4.2613, 2.1800], [1.1078, 6.3037, 2.0027], [-1.1752, 7.3393, 1.6205], [-3.5176, 7.0503, 0.8819], [-4.3438, 4.7958, 0.2355], [-2.8426, 2.8275, 0.3861], [-2.1355, 5.7135, -2.5295], [-3.0098, 4.0661, -2.9871], [-3.8175, 4.0718, -4.1141], [-4.4491, 2.8834, -4.4279], [-4.2591, 1.7802, -3.6183], [-3.4376, 1.8858, -2.5038], [-2.8079, 3.0320, -2.2001], [-3.2922, 0.6359, -1.6071], [-3.7987, -0.3895, -2.0677], [-2.7113, 0.7910, -0.4781], [-3.9376, 4.9656, -4.7075], [-5.0874, 2.8269, -5.3012], [-4.7241, 0.8235, -3.8160], [-0.3043, -1.1596, -2.2405], [1.1924, -0.7384, -3.0935], [1.2985, 1.1439, -3.3773], [1.4343, 2.0028, -2.1974], [0.9553, 3.3652, -2.4194], [1.8885, 4.2101, -3.2927], [3.2983, 4.2249, -2.6956], [3.7864, 2.7910, -2.4834], [2.7764, 2.0314, -1.6187], [2.7257, -1.5139, -2.2948], [4.0328, -1.1343, -2.6363], [5.1415, -1.7123, -2.0265], [4.9629, -2.7043, -1.0629], [3.6776, -3.1098, -0.7233], [2.5716, -2.5175, -1.3298], [1.3611, -1.3167, -4.9272], [2.3098, -2.2382, -5.3846], [2.3077, -2.7055, -6.6990], [1.3453, -2.2616, -7.5989], [0.3845, -1.3492, -7.1708], [0.3967, -0.8923, -5.8565], [-0.3689, -2.2198, -1.9692], [-1.2019, -0.8942, -2.8235], [0.3105, 1.3670, -3.8094], [2.0249, 1.3864, -4.1801], [0.8508, 3.8526, -1.4419], [-0.0394, 3.3154, -2.8625], [1.4817, 5.2241, -3.3738], [1.9279, 3.7906, -4.3050], [3.2673, 4.7393, -1.7254], [3.9881, 4.7842, -3.3364], [4.7687, 2.7717, -1.9984], [3.8956, 2.2972, -3.4575], [2.7100, 2.5352, -0.6578], [3.1122, 1.0202, -1.4141], [4.1861, -0.3649, -3.3951], [6.1414, -1.3875, -2.2945], [5.8233, -3.1492, -0.5750], [3.5298, -3.8776, 0.0305], [1.5683, -2.8231, -1.0279], [3.0709, -2.5999, -4.6971], [3.0568, -3.4234, -7.0200], [1.3406, -2.6240, -8.6212], [-0.3830, -1.0058, -7.8591], [-0.3749, -0.1908, -5.5346], [-3.8617, -0.4853, 3.5754], [-3.1408, 0.8983, 2.6848], [-4.1159, 2.0289, 2.8604], [-1.8576, 1.1832, 3.9299], [-1.8842, 2.3974, 4.5990], [-0.8875, 2.6853, 5.5246], [0.1225, 1.7596, 5.7733], [0.1404, 0.5463, 5.0921], [-0.8446, 0.2564, 4.1583], [-4.2786, -0.0630, 4.4904], [-3.0986, -1.2352, 3.7781], [-4.6466, -0.8983, 2.9359], [-2.6802, 3.1015, 4.3716], [-0.8927, 3.6394, 6.0416], [0.9118, 1.9932, 6.4807], [0.9469, -0.1629, 5.2529], [-0.8029, -0.6670, 3.5837], [1.1321, -5.5088, 1.6831], [0.8690, -4.9228, 3.2896], [1.9746, -4.9325, 4.1266], [1.9230, -4.3605, 5.3826], [0.7443, -3.7785, 5.8130], [-0.3682, -3.8128, 4.9962], [-1.8403, -3.1115, 5.6046], [-0.3684, -4.3851, 3.7103], [-1.5517, -4.3295, 2.9673], [-2.0120, -5.2590, 2.0122], [-1.9114, -6.6237, 2.2753], [-2.3794, -7.5572, 1.3662], [-2.9725, -7.1318, 0.1859], [-3.0835, -5.7700, -0.0639], [-2.6191, -4.8103, 0.8307], [-2.7456, -3.3361, 0.5108], [-1.4683, -2.5520, 0.8413], [-0.3922, -2.9802, 0.4157], [-1.6297, -1.4945, 1.5679], [2.8961, -5.3591, 3.7506], [2.8028, -4.3489, 6.0170], [0.6726, -3.3003, 6.7813], [-1.9513, -3.4054, 2.9162], [-1.4424, -6.9451, 3.1994], [-2.2772, -8.6151, 1.5802], [-3.3399, -7.8509, -0.5368], [-3.5311, -5.4268, -0.9906], [-3.5698, -2.8703, 1.0569], [-2.9433, -3.2025, -0.5536]], "lumo_ev": 3.844, "e_above_lowest_kcal_mol": 18.5, "gap_ev": 5.691, "charge": -2}

=====

Record 3
{"formula": "C19H20F3N3O3S", "method": "wB97M-V/def2-TZVPD", "symbols": ["C", "C", "C", "C", "C", "C", "S", "C", "N", "N", "C", "O", "C", "O", "N", "C", "C", "C", "C", "C", "C", "C", "F", "C", "F", "F", "O", "C", "C", "H", "H", "H", "H", "H", "H", "H", "H", "H", "H", "H", "H", "H", "H", "H", "H", "H", "H", "H", "H"], "xyz": [[-0.4965, -1.4755, -3.6701], [-0.0805, -0.8413, -2.7401], [0.3754, -0.1287, -1.4950], [-0.2851, -0.8444, -0.2679], [-1.8229, -0.7051, -0.2864], [-2.3597, 0.7522, -0.4945], [-3.2649, 1.0094, -2.0885], [-2.0014, 1.7764, -3.0909], [-1.3277, 2.8154, -2.7214], [-0.4508, 3.0714, -3.7386], [-0.6339, 2.1985, -4.6495], [-1.6344, 1.3475, -4.3069], [0.0793, -2.3658, -0.5695], [-0.6188, -3.2604, -0.8996], [1.5026, -2.3837, -0.2791], [1.8539, -1.4062, 0.7861], [2.9930, -0.4823, 0.5206], [3.9028, 0.2725, 0.3103], [0.4370, -0.7974, 1.1231], [0.3263, 0.5007, 1.9244], [0.8277, 1.7843, 1.2051], [-0.1714, 2.9423, 1.4055], [-1.1526, 2.9152, 2.4144], [-0.1611, 4.0938, 0.6661], [0.5740, 5.1348, 1.0166], [-0.8329, 4.3485, -0.3876], [-0.1944, -1.9393, 1.7530], [0.1307, -2.0823, 3.1277], [0.2180, -3.6138, 3.4619], [-1.1373, -1.8854, -4.4289], [0.1003, 0.9369, -1.5673], [1.4728, -0.1696, -1.5243], [-2.2609, -1.3469, -1.0671], [-2.2115, -1.0483, 0.6869], [-3.1169, 0.9735, 0.2742], [-1.5562, 1.4972, -0.3946], [-0.0921, 2.1022, -5.5835], [2.0551, -2.3056, -1.1258], [2.2808, -2.0915, 1.5418], [4.6915, 0.9951, 0.4117], [0.8440, 0.4631, 2.8956], [-0.7436, 0.6149, 2.1851], [1.1085, 1.6633, 0.1493], [1.7529, 2.1065, 1.7236], [-0.6387, -1.6524, 3.7914], [1.1049, -1.6455, 3.3987], [1.2573, -3.8882, 3.6907], [-0.4828, -3.8948, 4.2602], [-0.0642, -4.1536, 2.5438]], "lumo_ev": -1.663, "e_above_lowest_kcal_mol": 283.8, "gap_ev": 5.428, "charge": 0}

=====

Record 4
{"formula": "C17H33N5O6P", "method": "wB97M-V/def2-TZVPD", "symbols": ["C", "C", "O", "P", "O", "C", "C", "C", "N", "C", "N", "C", "C", "C", "O", "N", "C", "C", "N", "N", "O", "C", "C", "H", "H", "H", "H", "H", "H", "H", "H", "H", "H", "H", "H", "H", "H", "H", "H", "H", "H", "H", "H", "H", "H", "H", "H", "H", "H", "H", "O", "C", "O", "C", "C", "C", "H", "H", "H", "H", "H", "H"], "xyz": [[7.2332, -0.1224, -0.6725], [5.8211, -0.6026, -1.1270], [5.6519, -0.4464, -2.5607], [4.2664, 0.2871, -2.9946], [4.5062, 0.9113, -4.3105], [2.8358, -0.8643, -3.2200], [2.9705, -2.2715, -2.5275], [1.8354, -2.4949, -1.4693], [0.8101, -3.4647, -1.8775], [-0.4797, -3.1952, -1.9128], [-0.9951, -1.9440, -1.6018], [-2.3074, -2.0707, -1.7568], [-3.3461, -0.9805, -1.5694], [-3.1215, -0.1235, -0.2846], [-2.3665, 0.7869, -0.3144], [-3.9046, -0.4916, 0.8693], [-2.9646, -1.0788, 1.8780], [-4.5180, 0.7698, 1.3656], [-2.6638, -3.3188, -2.1201], [-1.5014, -3.9995, -2.2328], [3.8124, 1.4835, -1.9635], [3.1880, 2.5903, -2.6400], [2.2811, 3.4290, -1.6798], [8.0000, -0.6758, -1.2515], [7.3873, 0.9499, -0.8834], [7.3146, -0.3704, 0.4031], [5.8162, -1.6995, -0.9289], [5.0450, -0.1110, -0.5101], [2.7186, -1.0273, -4.3084], [1.9298, -0.3130, -2.8868], [3.0109, -3.0785, -3.2885], [3.9318, -2.3273, -1.9843], [1.4260, -1.5129, -1.1883], [2.3195, -2.9183, -0.5617], [1.0873, -4.4135, -2.1064], [-3.2847, -0.2970, -2.4407], [-4.3341, -1.4705, -1.4864], [-3.4367, -2.0018, 2.2673], [-2.7101, -0.3535, 2.6682], [-2.0331, -1.3948, 1.3560], [-5.2749, 0.5170, 2.1265], [-5.0542, 1.2246, 0.5025], [-3.7830, 1.5159, 1.7201], [-3.6134, -3.6373, -2.2683], [-1.4606, -4.9772, -2.5007], [2.5380, 2.2791, -3.4822], [3.9430, 3.2905, -3.0459], [2.5461, 3.3167, -0.6140], [2.3820, 4.5101, -1.9143], [1.2117, 3.1983, -1.8671], [-5.5684, 0.7269, 4.4978], [-4.6503, 1.4387, 4.7857], [-3.4386, 1.3856, 4.1656], [-2.5262, 2.2898, 4.8165], [-3.4051, 3.3032, 5.5250], [-4.6287, 2.4735, 5.8865], [-1.9076, 1.7177, 5.5121], [-1.8817, 2.7544, 4.0716], [-2.9194, 3.7687, 6.3813], [-3.6918, 4.0954, 4.8299], [-4.5099, 1.9669, 6.8458], [-5.5387, 3.0682, 5.8793]], "lumo_ev": -2.876, "e_above_lowest_kcal_mol": 0.0, "gap_ev": 8.874, "charge": 1}